No. 1
DFT (ωB97M-V with the def2-TZVPD basis set) results for a structure of composition C29H30N6O8PSiTl in a non-equilibrium geometry.

* Kohn-Sham gap: 3.5 eV
* net charge: -2
* E: -2856.8041 hartree
* 2S+1: 1
* LUMO energy: 0.1178 Ha

Last column: Löwdin charge in e.
Element x y z (Å)
Tl (-0.563, 0.683, 0.100)  0.775
C (-0.413, -0.326, 4.117)  -0.285
Si (-0.847, -1.347, 2.564)  0.443
C (-2.745, -1.285, 2.370)  -0.287
C (-0.268, -3.121, 2.701)  -0.347
C (-0.591, -4.045, 1.686)  -0.124
C (0.021, -5.282, 1.608)  -0.118
C (0.991, -5.654, 2.541)  -0.137
C (1.302, -4.779, 3.572)  -0.137
C (0.679, -3.540, 3.655)  -0.147
H (-0.738, -0.796, 5.058)  0.006
H (-0.902, 0.649, 4.044)  0.010
H (0.661, -0.141, 4.177)  -0.013
H (-3.279, -1.644, 3.263)  0.004
H (-3.062, -1.889, 1.519)  0.006
H (-3.065, -0.258, 2.175)  0.002
H (-1.319, -3.758, 0.934)  0.098
H (-0.241, -5.960, 0.803)  0.090
H (1.499, -6.608, 2.457)  0.079
H (2.033, -5.070, 4.321)  0.084
H (0.928, -2.872, 4.475)  0.083
O (1.177, 2.865, -3.792)  -0.017
C (1.088, 2.654, -2.574)  -0.658
O (0.761, 1.582, -2.002)  -0.201
C (1.407, 3.890, -1.705)  -0.072
C (1.473, 3.866, -0.320)  0.069
C (1.769, 5.042, 0.381)  -0.124
C (2.006, 6.233, -0.277)  0.068
C (1.952, 6.232, -1.657)  -0.129
C (1.657, 5.082, -2.372)  0.079
N (2.238, 7.471, -2.363)  -0.358
O (2.249, 7.455, -3.578)  0.074
O (2.457, 8.475, -1.705)  0.052
N (1.881, 5.027, 1.821)  -0.358
O (1.868, 3.956, 2.387)  0.085
O (1.979, 6.095, 2.405)  0.054
H (1.312, 2.946, 0.229)  0.061
H (2.242, 7.129, 0.274)  0.123
H (1.623, 5.097, -3.452)  0.127
C (4.973, -2.048, 1.667)  -0.213
N (4.025, -2.211, 0.573)  -0.151
C (4.522, -1.470, -0.584)  -0.202
N (4.790, -0.063, -0.313)  -0.159
C (5.714, 0.030, 0.806)  -0.218
N (5.263, -0.657, 2.014)  -0.164
C (4.076, -0.002, 2.578)  -0.346
P (2.579, 0.061, 1.447)  0.955
C (2.683, -1.750, 0.961)  -0.327
C (3.550, 0.672, -0.044)  -0.334
H (5.915, -2.523, 1.374)  0.115
H (4.581, -2.558, 2.550)  0.121
H (3.791, -1.542, -1.392)  0.129
H (5.457, -1.938, -0.908)  0.117
H (5.881, 1.084, 1.042)  0.118
H (6.666, -0.419, 0.503)  0.115
H (4.337, 1.023, 2.860)  0.075
H (3.791, -0.534, 3.491)  0.076
H (1.995, -1.916, 0.129)  0.088
H (2.328, -2.358, 1.796)  0.066
H (3.802, 1.726, 0.116)  0.080
H (2.897, 0.620, -0.918)  0.074
O (-1.927, -2.135, -3.123)  0.043
C (-2.385, -1.046, -2.830)  -0.456
N (-2.310, -0.415, -1.611)  0.063
C (-3.036, 0.735, -1.671)  -0.537
O (-3.218, 1.522, -0.741)  -0.062
C (-3.596, 0.922, -3.055)  -0.092
C (-4.327, 1.938, -3.629)  -0.017
C (-4.643, 1.822, -4.982)  -0.102
C (-4.232, 0.714, -5.716)  -0.103
C (-3.495, -0.308, -5.119)  -0.020
C (-3.185, -0.178, -3.783)  -0.088
H (-4.630, 2.800, -3.046)  0.110
H (-5.207, 2.605, -5.477)  0.088
H (-4.486, 0.656, -6.768)  0.088
H (-3.162, -1.170, -5.685)  0.109

No. 2
DFT (ωB97M-V with the def2-TZVPD basis set) results for a structure of composition C26H23N3O7S3TeTi in a non-equilibrium geometry.

* Kohn-Sham gap (spin up / spin down): 5.9 / 5.9 eV
* expectation value of S²: 0.7526
* net charge: -1
* E: -4007.8332 hartree
* 2S+1: 2
* LUMO energy (spin up / spin down): 0.0727 / 0.0727 Ha

Last column: Löwdin charge in e.
Element x y z (Å)
Ti (-0.552, -0.557, 0.356)  1.048
O (1.181, -2.658, 3.197)  0.088
C (0.799, -2.120, 2.195)  -0.641
O (0.170, -0.969, 2.145)  -0.202
C (1.101, -2.728, 0.739)  -0.608
O (1.677, -3.776, 0.602)  0.082
O (0.695, -1.956, -0.228)  -0.167
C (2.445, 0.678, -1.595)  -0.157
C (2.044, 1.178, -0.218)  -0.921
N (0.620, 1.090, -0.014)  -0.158
C (0.062, 2.314, 0.302)  -0.380
C (0.867, 3.388, 0.351)  -0.385
S (2.514, 2.965, -0.032)  0.873
C (-1.369, 2.324, 0.639)  -0.298
C (-2.242, 3.366, 0.628)  -0.340
S (-3.749, 2.870, 1.269)  1.067
C (-3.151, 1.279, 1.493)  -0.609
N (-1.914, 1.142, 1.114)  0.032
C (-3.984, 0.189, 2.078)  -0.063
H (2.000, 1.329, -2.351)  0.076
H (2.069, -0.338, -1.728)  0.066
H (3.530, 0.685, -1.721)  0.064
H (0.583, 4.391, 0.624)  0.062
H (-2.057, 4.372, 0.292)  0.075
H (-4.612, 0.574, 2.881)  0.080
H (-3.344, -0.598, 2.469)  0.071
H (-4.636, -0.253, 1.322)  0.085
C (9.266, 0.503, -0.363)  -0.061
C (7.816, 0.389, 0.025)  -0.279
C (7.273, 1.191, 1.018)  -0.029
C (5.933, 1.100, 1.386)  -0.311
C (5.428, 2.010, 2.474)  -0.108
C (5.104, 0.174, 0.734)  -0.415
Te (3.080, -0.052, 1.350)  1.511
C (5.648, -0.678, -0.241)  -0.307
C (4.877, -1.805, -0.879)  -0.077
C (6.991, -0.542, -0.586)  -0.030
H (9.740, 1.354, 0.127)  0.068
H (9.378, 0.628, -1.442)  0.075
H (9.820, -0.396, -0.082)  0.077
H (7.907, 1.914, 1.521)  0.106
H (6.233, 2.654, 2.831)  0.068
H (5.037, 1.445, 3.321)  0.061
H (4.607, 2.635, 2.119)  0.037
H (3.806, -1.634, -0.915)  0.022
H (5.014, -2.722, -0.299)  0.095
H (5.241, -1.992, -1.891)  0.078
H (7.402, -1.202, -1.345)  0.115
O (-2.364, -4.546, 0.745)  -0.253
S (-3.083, -3.326, 0.914)  0.664
O (-3.756, -3.080, 2.154)  -0.287
N (-2.177, -2.020, 0.473)  -0.084
C (-2.545, -1.562, -0.706)  -0.507
O (-1.870, -0.649, -1.216)  -0.032
C (-3.802, -2.178, -1.283)  -0.120
C (-4.495, -1.868, -2.428)  0.001
C (-5.666, -2.579, -2.692)  -0.069
C (-6.109, -3.569, -1.825)  -0.070
C (-5.392, -3.881, -0.672)  -0.027
C (-4.244, -3.158, -0.433)  -0.207
H (-4.139, -1.093, -3.096)  0.124
H (-6.234, -2.354, -3.586)  0.102
H (-7.023, -4.103, -2.049)  0.104
H (-5.718, -4.655, 0.010)  0.123

No. 3
DFT (ωB97M-V with the def2-TZVPD basis set) results for a structure of composition C20H29As2N3ReS in a non-equilibrium geometry.

* Kohn-Sham gap (spin up / spin down): 6.2 / 7.2 eV
* expectation value of S²: 0.9633
* net charge: +2
* E: -5891.2301 hartree
* 2S+1: 2
* LUMO energy (spin up / spin down): -0.2734 / -0.2517 Ha

Last column: Löwdin charge in e.
Element x y z (Å)
Re (0.701, 0.846, -0.671)  0.660
C (3.599, -0.425, -2.390)  -0.248
As (2.458, -0.895, -0.875)  1.018
C (3.716, -1.395, 0.524)  -0.239
C (1.528, -2.493, -1.522)  -0.415
C (2.092, -3.761, -1.425)  -0.085
C (1.431, -4.872, -1.928)  -0.042
C (0.185, -4.729, -2.517)  -0.042
C (-0.390, -3.473, -2.609)  -0.099
C (0.271, -2.349, -2.124)  -0.419
As (-0.597, -0.599, -2.317)  1.043
C (-2.407, -0.909, -1.659)  -0.255
C (-0.900, -0.440, -4.246)  -0.236
H (4.283, -1.245, -2.620)  0.053
H (4.183, 0.466, -2.142)  0.040
H (2.988, -0.220, -3.275)  0.032
H (4.342, -2.233, 0.209)  0.042
H (3.194, -1.642, 1.452)  0.036
H (4.354, -0.524, 0.699)  0.045
H (3.057, -3.891, -0.950)  0.104
H (1.884, -5.849, -1.864)  0.121
H (-0.336, -5.591, -2.905)  0.122
H (-1.370, -3.369, -3.065)  0.103
H (-2.864, -1.769, -2.152)  0.041
H (-3.019, -0.028, -1.864)  0.038
H (-2.383, -1.076, -0.581)  0.028
H (-1.369, -1.360, -4.605)  0.045
H (0.029, -0.281, -4.794)  0.038
H (-1.572, 0.400, -4.435)  0.041
N (0.235, 0.805, 1.115)  -0.120
C (0.100, 0.011, 2.167)  -0.405
C (0.060, 0.470, 3.503)  -0.010
C (-0.161, -0.413, 4.537)  -0.053
C (-0.392, -1.760, 4.288)  -0.033
C (-0.343, -2.236, 2.981)  -0.056
C (-0.083, -1.382, 1.939)  -0.040
H (0.244, 1.515, 3.700)  0.105
H (-0.170, -0.054, 5.553)  0.119
H (-0.601, -2.436, 5.100)  0.120
H (-0.511, -3.281, 2.778)  0.117
H (-0.057, -1.729, 0.906)  0.085
S (0.225, 3.150, -1.129)  0.604
C (-0.818, 3.650, 0.166)  -0.758
N (-0.336, 3.830, 1.381)  0.038
C (-1.143, 4.347, 2.479)  -0.142
C (-2.284, 5.181, 1.905)  -0.135
C (-3.035, 4.340, 0.880)  -0.136
N (-2.088, 3.874, -0.117)  0.043
H (0.645, 3.636, 1.538)  0.139
H (-0.501, 4.948, 3.128)  0.139
H (-1.543, 3.511, 3.064)  0.127
H (-1.882, 6.074, 1.425)  0.133
H (-2.956, 5.487, 2.701)  0.132
H (-3.811, 4.916, 0.380)  0.138
H (-3.501, 3.476, 1.363)  0.136
H (-2.382, 3.777, -1.078)  0.144

No. 4
DFT (ωB97M-V with the def2-TZVPD basis set) results for the molecule C22H26N4O6S in a non-equilibrium geometry.

* Kohn-Sham gap: 8.8 eV
* net charge: 0
* E: -1922.5627 hartree
* 2S+1: 1
* SMILES: COc1ccc(N(CC(=O)Nc2cc(OC)cc(OC)c2)S(=O)(=O)c2c(C)n[nH]c2C)cc1
* LUMO energy: 0.0243 Ha

Last column: Löwdin charge in e.
Element x y z (Å)
C (4.593, 0.990, -5.007)  -0.089
H (4.638, 1.347, -6.035)  0.094
O (3.374, 1.466, -4.492)  -0.081
C (3.056, 1.182, -3.200)  -0.273
C (1.848, 1.707, -2.737)  0.021
C (1.424, 1.470, -1.447)  -0.033
C (2.208, 0.711, -0.579)  -0.288
C (3.414, 0.196, -1.036)  -0.007
C (3.835, 0.419, -2.336)  -0.011
H (4.776, 0.001, -2.655)  0.104
H (4.036, -0.383, -0.369)  0.118
N (1.806, 0.487, 0.754)  -0.167
S (0.818, 1.658, 1.474)  0.703
O (-0.563, 1.431, 1.143)  -0.263
O (1.383, 2.928, 1.134)  -0.258
C (1.080, 1.321, 3.173)  -0.203
C (0.173, 0.853, 4.110)  -0.252
N (0.863, 0.788, 5.266)  0.041
N (2.138, 1.182, 5.137)  0.090
C (2.295, 1.513, 3.873)  -0.334
C (3.571, 1.997, 3.296)  -0.020
H (4.218, 2.368, 4.086)  0.082
H (3.361, 2.782, 2.572)  0.072
H (4.079, 1.186, 2.776)  0.082
H (0.523, 0.492, 6.168)  0.165
C (-1.242, 0.451, 3.975)  -0.006
H (-1.788, 0.625, 4.900)  0.086
H (-1.293, -0.609, 3.722)  0.074
H (-1.696, 1.002, 3.156)  0.078
C (1.597, -0.867, 1.214)  -0.083
H (2.232, -1.546, 0.638)  0.137
H (1.877, -0.939, 2.269)  0.129
C (0.135, -1.321, 1.084)  -0.450
O (-0.447, -1.832, 2.019)  0.063
N (-0.357, -1.129, -0.158)  0.153
C (-1.676, -1.251, -0.612)  -0.199
C (-1.946, -0.821, -1.901)  0.049
C (-3.238, -0.921, -2.413)  -0.269
C (-4.249, -1.452, -1.628)  0.049
C (-3.968, -1.881, -0.329)  -0.259
C (-2.683, -1.790, 0.183)  0.045
H (-2.442, -2.111, 1.179)  0.090
O (-5.032, -2.381, 0.356)  -0.076
C (-4.830, -2.809, 1.682)  -0.083
H (-4.117, -3.638, 1.732)  0.098
H (-5.804, -3.148, 2.033)  0.092
H (-4.478, -1.991, 2.318)  0.095
H (-5.263, -1.548, -1.975)  0.113
O (-3.402, -0.474, -3.688)  -0.078
C (-4.689, -0.528, -4.256)  -0.089
H (-5.403, 0.075, -3.687)  0.096
H (-5.055, -1.557, -4.324)  0.096
H (-4.585, -0.115, -5.258)  0.092
H (-1.173, -0.396, -2.522)  0.121
H (0.248, -0.648, -0.812)  0.122
H (0.489, 1.878, -1.097)  0.107
H (1.252, 2.297, -3.415)  0.125
H (4.632, -0.105, -5.004)  0.095
H (5.448, 1.386, -4.450)  0.096

- Which of these has the highest E?
  C22H26N4O6S